DFT (ωB97M-V/def2-TZVPD) results for a 2-piece molecular cluster, C4H5NO2 overall.

Structure (XYZ):
```
12
C4H5NO2 | the Open Molecules 2025 dataset | ωB97M-V/def2-TZVPD
O -0.432 -0.454 2.605
C -0.092 -0.071 1.516
N -0.924 0.659 0.625
C -0.258 0.991 -0.522
C 0.866 0.201 -0.602
O 2.062 0.460 0.085
C 1.091 -0.476 0.651
H -1.859 0.939 0.886
H -0.581 1.808 -1.155
H 1.459 -1.491 0.763
H -0.961 -1.453 -2.577
H -0.371 -1.114 -2.274
```

Its total energy is -9809.1208 eV. The calculation puts the energy above the lowest of the compared OMol25 structures with the same formula, charge and spin at 119.8 kcal/mol. The value obtained for the molar mass is 99.09 g mol⁻¹. The SMILES is O=C1NC=C2O[C@@H]12.[H][H]. The highest occupied orbital energy (spin up / spin down) is -8.59 / -8.59 eV.

---

DFT (ωB97M-V/def2-TZVPD) results for a 2-piece molecular cluster, C4H5NO2 overall at a distorted geometry.

Structure (XYZ):
```
12
C4H5NO2 | the Open Molecules 2025 dataset | ωB97M-V/def2-TZVPD
O -2.570 0.610 0.921
C -1.495 0.138 0.624
C -0.286 0.985 0.246
C -0.105 0.521 -1.163
O 0.207 -0.615 -1.426
H -1.353 -0.963 0.649
H -0.480 2.055 0.328
H 0.521 0.707 0.934
H -0.403 1.245 -1.940
C 1.966 -1.578 0.250
N 1.988 -0.939 1.218
H 2.013 -2.165 -0.640
```

Its total energy is -9812.2183 eV. The calculation puts the energy above the lowest of the compared OMol25 structures with the same formula, charge and spin at 48.3 kcal/mol. The value obtained for the molar mass is 99.09 g mol⁻¹. The SMILES is O=CCC=O.C#N. The highest occupied orbital energy is -10.03 eV.